{
  "formula": "C17H28N6S4Tl",
  "method": "ωB97M-V/def2-TZVPD",
  "total_energy_ev": -75034.094,
  "spin_multiplicity": 1,
  "e_above_lowest_kcal_mol": 12.22,
  "gap_ev": 5.903,
  "charge": 3,
  "homo_ev": -16.75,
  "elements": ["Tl", "S", "S", "S", "S", "N", "N", "N", "N", "N", "N", "C", "C", "C", "C", "C", "C", "C", "C", "C", "C", "C", "C", "C", "C", "C", "C", "C", "H", "H", "H", "H", "H", "H", "H", "H", "H", "H", "H", "H", "H", "H", "H", "H", "H", "H", "H", "H", "H", "H", "H", "H", "H", "H", "H", "H"],
  "xyz": [[-0.544, 0.102, 0.181], [-5.542, -0.211, -0.020], [-0.078, -2.572, -0.684], [2.950, -2.290, -0.380], [-1.277, 0.380, -4.703], [-3.007, 0.002, -0.068], [-0.313, 0.437, 2.726], [-1.107, 0.338, -2.174], [1.806, -4.012, -1.856], [-0.341, 2.612, 0.788], [1.884, 0.756, 0.793], [-2.720, 0.352, -3.787], [3.204, -4.215, -2.196], [2.052, 2.108, 0.265], [4.022, -3.608, -1.064], [-0.501, 1.817, 3.159], [2.146, 0.600, 2.223], [1.119, 0.272, -3.211], [1.031, 3.110, 0.838], [-0.359, 0.341, -3.247], [-4.007, -0.219, 0.755], [-2.450, 0.319, -2.446], [-4.774, 0.088, -1.516], [-3.896, -0.478, 2.209], [-3.416, 0.171, -1.370], [1.521, -3.021, -1.037], [-1.069, 2.731, 2.050], [1.012, -0.125, 2.981], [-4.873, -0.755, 2.603], [1.145, 4.039, 0.275], [3.413, -3.707, -3.146], [-3.676, 0.354, -4.272], [4.225, -4.308, -0.257], [-1.195, 1.881, 3.999], [3.050, 0.010, 2.385], [1.474, -0.452, -3.939], [3.049, 2.504, 0.486], [-5.339, 0.185, -2.422], [1.094, -4.572, -2.313], [0.991, -1.176, 2.684], [-3.203, -1.296, 2.407], [4.959, -3.172, -1.400], [1.558, 1.234, -3.473], [1.938, 2.053, -0.820], [-0.866, 3.049, 0.036], [1.278, 3.342, 1.872], [1.259, -0.071, 4.045], [-1.030, -0.169, 3.110], [2.451, 0.105, 0.258], [1.456, -0.017, -2.217], [0.456, 2.208, 3.503], [2.319, 1.581, 2.665], [-3.559, 0.408, 2.746], [3.418, -5.278, -2.322], [-1.025, 3.758, 2.434], [-2.114, 2.476, 1.862]],
  "lowdin_charge": [1.020, 1.216, 0.673, 0.990, 1.203, -0.007, -0.095, -0.034, -0.020, -0.095, -0.110, -0.273, -0.176, -0.166, -0.340, -0.152, -0.156, -0.050, -0.151, -0.605, -0.601, -0.321, -0.276, -0.052, -0.319, -1.048, -0.168, -0.171, 0.096, 0.150, 0.141, 0.097, 0.099, 0.149, 0.144, 0.099, 0.150, 0.097, 0.173, 0.125, 0.094, 0.101, 0.104, 0.117, 0.136, 0.121, 0.150, 0.119, 0.032, 0.038, 0.121, 0.124, 0.084, 0.149, 0.149, 0.120]
}